ORCA calculation (ωB97M-V with the def2-TZVPD basis set) on C29H49BrN2OP2Pt as an isolated structure.

Results
HOMO-LUMO gap (spin up / spin down)	0.2141 / 0.1538	Eh
energy relative to the best compared isomer or geometry (same formula, charge and spin)	0.0	kJ/mol
HOMO level (spin up / spin down)	-18.816 / -19.472	eV
E_LUMO (spin up / spin down)	-12.991 / -15.287	eV
charge	+4
multiplicity	5

CARTESIAN COORDINATES (ANGSTROEM)
N  -5.1215  -0.7630  3.1776
C  -4.0299  -0.1775  3.6819
C  -3.0433  0.3732  2.8647
C  -3.2512  0.3914  1.4712
C  -4.3896  -0.2616  0.9543
C  -5.3022  -0.8183  1.8582
C  -2.3172  1.1030  0.6257
Pt  -0.4811  -0.0964  -0.4236
P  1.6021  0.4738  -1.2159
C  -2.3719  1.0198  -0.7967
C  -1.8704  2.1379  -1.6277
C  -2.1387  2.1165  -3.0102
C  -1.4705  3.0136  -3.8456
C  -0.5137  3.8558  -3.2673
C  -0.4177  4.0497  -1.8898
C  -1.0863  3.1418  -1.0591
Br  0.7585  4.7477  -4.3997
H  -1.7245  1.8826  1.1022
H  -3.0741  0.3348  -1.2964
H  -2.1122  0.7623  3.2805
H  -4.5698  -0.3414  -0.1183
H  -3.9233  -0.1394  4.7730
H  -6.2034  -1.3086  1.4798
H  -2.8179  1.3510  -3.3931
H  -0.9498  3.1934  0.0182
H  -1.6603  3.0179  -4.9107
H  0.1884  4.8438  -1.4663
P  -0.6936  -2.3694  -0.4196
C  2.1767  2.0036  -0.3885
C  2.9767  2.9732  -1.2536
H  2.7604  1.6895  0.4914
H  1.2770  2.4987  0.0068
H  3.3333  3.8031  -0.6301
H  3.8642  2.5102  -1.7025
H  2.3654  3.4156  -2.0507
C  1.2255  0.8604  -2.9680
C  2.4026  0.8725  -3.9389
H  0.7029  1.8271  -2.9726
H  0.4785  0.1184  -3.2930
H  2.0293  1.1387  -4.9357
H  3.1611  1.6194  -3.6739
H  2.8718  -0.1154  -4.0109
C  2.9376  -0.7734  -1.1300
C  4.3570  -0.2413  -1.3203
H  2.7106  -1.5486  -1.8804
H  2.8442  -1.2593  -0.1475
H  5.0660  -1.0746  -1.2435
H  4.5040  0.2145  -2.3073
H  4.6298  0.4882  -0.5484
C  0.2745  -3.6416  0.4852
C  1.7606  -3.7798  0.1816
H  -0.2306  -4.5984  0.2697
H  0.1201  -3.4536  1.5563
H  2.1053  -4.7705  0.5032
H  1.9849  -3.6817  -0.8869
H  2.3546  -3.0456  0.7361
C  -0.5699  -2.8556  -2.1894
C  -1.4942  -2.0453  -3.0934
H  -0.7881  -3.9309  -2.2481
H  0.4821  -2.7177  -2.4766
H  -1.2452  -2.2308  -4.1462
H  -2.5512  -2.2991  -2.9446
H  -1.3803  -0.9648  -2.9136
C  -2.4013  -2.8851  0.0170
C  -2.6307  -3.2197  1.4897
H  -2.6214  -3.7592  -0.6149
H  -3.0820  -2.0821  -0.2964
H  -3.6914  -3.4590  1.6425
H  -2.0378  -4.0810  1.8180
H  -2.4002  -2.3672  2.1405
C  2.2114  0.6117  5.1499
N  1.3390  1.0325  4.0679
C  0.6724  2.3150  4.2161
C  1.1227  0.2873  2.9612
C  1.8256  -1.0276  2.8239
O  0.3487  0.7090  2.0613
H  2.1932  1.4022  5.9114
H  3.2487  0.4722  4.8044
H  1.8625  -0.3269  5.6082
H  0.0479  2.5160  3.3421
H  0.0524  2.3070  5.1216
H  1.4201  3.1081  4.3332
H  1.0966  -1.8076  2.5715
H  2.5655  -0.9649  2.0147
H  2.3460  -1.3202  3.7331

Atomic partial charges in e from the Löwdin method, atoms 1 to 2: 0.34 0.02